Molecular formula: C43H46CuGeN3O2SSi
Method: DFT, ωB97M-V/def2-TZVPD

strongest force on any atom	2.2	eV/Å
energy above the lowest of the compared OMol25 structures with the same formula, charge and spin	41.2	kcal/mol
E_LUMO (spin up / spin down)	-0.20 / -0.20	eV
Kohn-Sham gap (spin up / spin down)	6.328 / 6.304	eV
charge	0
total energy	-6385.90086	a.u.

Structure (XYZ):
```
98
C43H46CuGeN3O2SSi (ωB97M-V/def2-TZVPD)
Ge 2.13 1.26 0.33
Cu -1.13 0.30 -0.13
S 1.12 3.99 1.06
Si -2.57 -2.26 -1.34
O 1.31 5.37 0.73
O 2.35 3.16 0.81
N 0.07 3.14 0.32
N -1.98 2.18 0.21
N 0.01 -1.79 -0.44
C -5.08 -5.03 0.48
C -6.01 -5.34 -0.51
C 0.37 2.43 4.67
C 0.26 3.34 7.02
C -3.27 4.65 0.49
C -1.76 -2.83 -5.40
C -3.32 2.28 0.23
C 0.90 -1.98 0.71
C -4.04 -4.15 0.21
C -2.15 -0.49 -5.08
C 3.83 0.47 -3.49
C 2.65 2.55 -3.68
C -3.90 -3.57 -1.05
C 2.79 1.44 -1.54
C 0.44 3.53 5.53
C 3.53 0.42 -2.13
C -2.90 -0.67 -0.47
C 2.35 2.51 -2.32
C -1.99 -3.05 -4.05
C 2.24 -3.50 -0.82
C 0.54 2.59 3.31
C 0.80 3.85 2.80
C 3.38 1.53 -4.26
C 3.64 0.72 1.55
C -4.83 -3.90 -2.03
C -0.99 -2.88 -0.51
C -2.37 -0.71 -3.73
C 0.77 -1.65 -1.70
C 3.90 1.49 2.69
C 1.73 -3.27 0.62
C 0.84 4.96 3.63
C 4.77 1.03 3.67
C -1.90 4.57 0.49
C -5.88 -4.77 -1.77
C 2.19 -2.21 -1.63
C -1.27 3.32 0.35
C -2.30 -2.00 -3.18
C 5.41 -0.19 3.52
C -4.00 3.47 0.37
C 5.18 -0.95 2.39
C 4.29 -0.51 1.42
C -1.83 -1.55 -5.91
C 0.67 4.79 4.99
H -2.61 0.13 -3.08
H 4.42 -0.32 -3.94
H -0.78 3.49 7.29
H 6.08 -0.55 4.29
H 2.31 3.38 -4.28
H 0.71 5.65 5.65
H -1.51 -3.66 -6.04
H 1.62 -4.25 -1.32
H 0.22 -2.16 -2.49
H -5.18 -5.48 1.47
H -1.27 5.45 0.58
H 1.78 3.31 -1.87
H 2.56 -3.19 1.32
H 1.12 -4.12 0.93
H -6.84 -6.00 -0.29
H -3.65 -0.12 -1.05
H -4.74 -3.46 -3.02
H 0.81 -0.59 -1.98
H 4.95 1.64 4.55
H 2.85 -1.46 -1.18
H 1.57 -1.12 0.77
H -5.08 3.48 0.37
H 3.89 -0.41 -1.54
H 0.55 2.34 7.33
H -3.86 1.36 0.15
H -1.93 -4.06 -3.65
H 1.02 5.94 3.20
H -6.59 -5.02 -2.55
H -2.21 0.52 -5.48
H 0.18 1.44 5.07
H 2.55 -2.39 -2.65
H -3.76 5.60 0.59
H -3.34 -3.92 1.00
H 3.43 2.45 2.80
H 3.26 -3.89 -0.80
H -1.65 -1.37 -6.97
H -3.38 -0.90 0.49
H 3.60 1.55 -5.32
H 0.32 0.80 0.05
H 0.30 -1.98 1.62
H 5.68 -1.90 2.26
H 0.47 1.74 2.64
H -1.25 -3.17 0.51
H -0.57 -3.77 -1.00
H 4.11 -1.13 0.55
H 0.86 4.06 7.58
```

Results of the Mulliken charge analysis, in e, for atoms 1 through 2: atom 1 (Ge): 2.297, atom 2 (Cu): -1.111